Entry 1:
The following is a DFT calculation (ωB97M-V with the def2-TZVPD basis set) of a gas-phase ion, C4H5F3N3S2 (charge +1) in a non-equilibrium geometry.

Cartesian coordinates (Å):
F -4.35 -1.29 -0.80
C 0.62 -0.41 0.14
S -0.65 -1.64 0.87
H 0.39 -0.38 -0.95
H 1.23 1.70 0.24
H 1.22 0.82 1.72
C -4.13 -0.05 -0.30
F -4.56 0.95 -1.07
F -4.89 -0.07 0.78
N -1.77 -0.87 -0.39
N -2.31 1.09 0.81
S -0.99 1.69 1.42
H 1.54 -0.93 0.34
C 0.55 1.01 0.85
H -2.05 -1.31 -1.25
N -1.02 -1.40 2.25
C -2.63 0.08 0.03

Properties
- SMILES string: N#S1=[NH+]C(C(F)(F)F)=NSCC1
- LUMO level (alpha / beta): -0.27959 / -0.24577 Eh
- Molar mass: 216.233 g/mol
- Multiplicity: 1
- Total charge: +1
- Energy: -1415.20980 a.u.
- HOMO (alpha / beta): -0.5316 / -0.5241 Eh
- HOMO-LUMO gap (alpha / beta): 6.9 / 7.6 eV

Entry 2:
The following is a DFT calculation (ωB97M-V with the def2-TZVPD basis set) of 2 unconnected molecules or ions with the total composition C4H5F3O in a non-equilibrium geometry.

Cartesian coordinates (Å):
H -0.97 0.26 -0.40
F 2.62 -0.09 0.69
C 1.61 0.16 -0.08
F 1.23 1.39 0.17
O -1.85 1.97 0.54
H -0.97 2.36 0.65
H -0.73 -2.50 0.22
C 0.41 -0.77 -0.02
H -2.95 0.77 -0.59
C -1.88 1.05 -0.51
F 2.09 0.22 -1.33
H 1.09 -2.78 0.42
C 0.28 -2.05 0.25

Properties
- LUMO level (alpha / beta): -0.05066 / 0.00447 Eh
- Molar mass: 126.077 g/mol
- Multiplicity: 1
- Energy: -530.06238 a.u.
- HOMO (alpha / beta): -0.3022 / -0.3403 Eh
- HOMO-LUMO gap (alpha / beta): 6.8 / 9.4 eV

Entry 3:
The following is a DFT calculation (ωB97M-V with the def2-TZVPD basis set) of 2 unconnected molecules or ions with the total composition C4H5F3O in a non-equilibrium geometry.

Cartesian coordinates (Å):
H 1.23 -1.70 0.88
C -0.99 -0.27 -0.76
C 2.27 0.11 0.07
O -2.67 0.80 0.58
F 2.80 1.28 0.16
H -0.37 -0.22 -1.63
F 2.64 -0.34 -1.14
H -1.16 1.73 -0.31
H -3.31 0.02 0.36
F -1.50 -1.58 -0.61
H 1.12 -0.05 1.80
C -1.58 0.79 -0.25
C 1.51 -0.58 0.86

Properties
- SMILES string: C=C(F)F.O/C=C\F
- LUMO level: 0.02575 Eh
- Molar mass: 126.077 g/mol
- Multiplicity: 1
- Energy: -530.15231 a.u.
- HOMO: -0.3376 Eh
- HOMO-LUMO gap: 9.9 eV

Entry 4:
The following is a DFT calculation (ωB97M-V with the def2-TZVPD basis set) of a single C4H5F3O molecule in a non-equilibrium geometry.

Cartesian coordinates (Å):
H 0.32 -1.17 -1.10
H -2.06 -1.42 -0.79
C 1.66 0.72 0.98
F -0.24 -0.78 1.55
F 1.59 1.50 2.14
C -0.12 -0.30 -0.64
H 0.19 0.61 -1.32
C 0.31 -0.04 0.71
H -2.11 0.07 0.03
C -1.68 -0.39 -0.81
H -2.02 -0.02 -1.66
F 1.84 1.61 -0.06
O 2.32 -0.38 0.97

Properties
- LUMO level: -0.03469 Eh
- Molar mass: 126.077 g/mol
- Multiplicity: 1
- Energy: -530.15867 a.u.
- HOMO: -0.3903 Eh
- HOMO-LUMO gap: 9.7 eV

Entry 5:
The following is a DFT calculation (ωB97M-V with the def2-TZVPD basis set) of 2 unconnected molecules or ions with the total composition C4H5F3O in a non-equilibrium geometry.

Cartesian coordinates (Å):
H -1.08 0.96 1.04
H 0.36 -0.22 -1.36
C 1.25 -0.23 0.54
H 2.18 -0.69 0.20
F -2.17 2.75 -0.70
H -2.13 -0.55 -1.44
F 0.02 2.94 -0.35
C -0.98 2.13 -0.88
O -2.13 -0.57 -0.54
F -0.79 1.97 -2.22
C -0.86 0.84 -0.04
C 0.34 0.13 -0.34
H 1.11 0.17 1.59

Properties
- LUMO level (alpha / beta): -0.01297 / -0.01297 Eh
- Molar mass: 126.077 g/mol
- Multiplicity: 1
- Energy: -530.15277 a.u.
- HOMO (alpha / beta): -0.3800 / -0.3800 Eh
- HOMO-LUMO gap (alpha / beta): 10.0 / 10.0 eV

Entry 6:
The following is a DFT calculation (ωB97M-V with the def2-TZVPD basis set) of a molecular structure, C4H5F3O in a non-equilibrium geometry.

Cartesian coordinates (Å):
C -0.08 -0.69 0.32
H -1.40 0.93 0.46
C -0.44 0.77 0.20
H 0.17 1.42 0.79
C -0.43 -1.70 -0.61
F -1.16 -0.86 2.86
O 0.89 -1.25 -0.32
H -0.40 1.18 -0.79
C -0.13 -1.36 2.23
F -0.24 -2.66 2.18
F 0.98 -0.94 2.91
H -0.42 -2.73 -0.23
H -0.61 -1.22 -1.54

Properties
- LUMO level: 0.03311 Eh
- Molar mass: 126.077 g/mol
- Multiplicity: 1
- Energy: -530.14160 a.u.
- HOMO: -0.3622 Eh
- HOMO-LUMO gap: 10.8 eV

Entry 7:
The following is a DFT calculation (ωB97M-V with the def2-TZVPD basis set) of a gas-phase ion, C4H5F4N3 (charge +2) in a non-equilibrium geometry.

Cartesian coordinates (Å):
H 0.35 3.31 1.07
C -3.37 0.34 -0.65
F -2.39 0.51 1.49
C -2.50 -0.30 0.41
F -3.15 1.58 -0.92
H 0.22 -2.24 -0.98
F -3.06 -1.44 0.78
C -1.08 -0.69 -0.11
H 0.92 0.08 -0.21
F -4.53 -0.22 -0.92
H 1.49 1.92 1.07
N -0.10 0.20 0.16
C -0.33 1.44 0.54
N 0.54 2.22 1.03
N -0.81 -1.83 -0.68
H -1.37 -2.64 -0.90

Properties
- LUMO level (alpha / beta): -0.37475 / -0.43679 Eh
- Molar mass: 171.097 g/mol
- Multiplicity: 1
- Total charge: +2
- Energy: -718.27860 a.u.
- HOMO (alpha / beta): -0.7644 / -0.6114 Eh
- HOMO-LUMO gap (alpha / beta): 10.6 / 4.8 eV

Entry 8:
The following is a DFT calculation (ωB97M-V with the def2-TZVPD basis set) of a molecular structure, C4H5FHgO2 in a non-equilibrium geometry.

Cartesian coordinates (Å):
H 1.03 0.43 1.53
O -1.23 0.42 -0.89
F -2.66 -1.30 -0.59
Hg 0.33 -1.65 -0.23
H 2.22 -0.93 -1.02
H -2.71 0.30 0.67
O -0.14 2.30 -0.46
C 1.09 0.45 0.41
H 3.26 0.17 0.17
C 2.25 -0.17 -0.20
C -1.97 -0.31 0.10
C -0.13 1.15 -0.35
H -1.34 -0.86 0.88

Properties
- LUMO level: -0.50411 Eh
- Molar mass: 304.670 g/mol
- Multiplicity: 1
- Total charge: +2
- Energy: -558.20970 a.u.
- HOMO: -0.7615 Eh
- HOMO-LUMO gap: 7.0 eV

Entry 9:
The following is a DFT calculation (ωB97M-V with the def2-TZVPD basis set) of a single C4H5FN2O molecule in a non-equilibrium geometry.

Cartesian coordinates (Å):
H 1.85 -1.64 -0.68
C 0.13 -0.62 0.07
F 2.34 0.18 -0.08
C -1.85 0.49 0.14
N -0.82 -1.42 -0.23
H 1.76 -1.34 1.14
H 1.06 1.66 -0.33
C 1.60 -0.96 0.13
H -2.69 1.17 0.22
H -0.28 0.94 1.48
O 0.09 1.83 -0.33
C -0.40 0.76 0.38
N -2.09 -0.73 -0.17

Properties
- SMILES string: O[C@H]1C=NN=C1CF
- LUMO level: 0.00321 Eh
- Molar mass: 116.095 g/mol
- Multiplicity: 1
- Energy: -439.96268 a.u.
- HOMO: -0.3820 Eh
- HOMO-LUMO gap: 10.5 eV

Entry 10:
The following is a DFT calculation (ωB97M-V with the def2-TZVPD basis set) of a gas-phase ion, C4H5FN3O3 (charge -1) in a non-equilibrium geometry.

Cartesian coordinates (Å):
H 2.80 1.00 -0.33
H -1.42 -1.85 -1.06
N -1.55 -1.45 -0.09
H -0.55 1.00 -1.45
C -0.37 1.07 -0.36
C 0.98 1.50 -0.01
C -0.51 -0.79 0.56
O 1.34 2.58 0.54
C 1.90 -0.84 0.09
O 3.02 -1.27 0.10
H -3.16 -0.44 -0.13
O -2.85 -1.22 0.25
F -1.37 1.99 0.22
N 1.93 0.58 -0.44
H -0.93 -0.61 1.59
N 0.74 -1.27 0.52

Properties
- SMILES string: O=C(/N=C/NO)N/C([O-])=C/F
- LUMO level: 0.12837 Eh
- Molar mass: 162.100 g/mol
- Multiplicity: 1
- Total charge: -1
- Energy: -645.23218 a.u.
- HOMO: -0.1536 Eh
- HOMO-LUMO gap: 7.7 eV

Entry 11:
The following is a DFT calculation (ωB97M-V with the def2-TZVPD basis set) of a single C4H5FO molecule in a non-equilibrium geometry.

Cartesian coordinates (Å):
C -1.40 -0.05 0.03
O -1.45 1.10 0.46
H 1.16 -2.32 -0.55
C 1.10 0.17 0.45
H -2.27 -0.52 -0.39
H 2.00 -0.49 0.36
H 0.85 0.59 1.46
F 1.26 1.23 -0.42
C -0.04 -0.67 0.00
C 0.19 -1.89 -0.49
H -0.68 -2.45 -0.76

Properties
- SMILES string: C=C(C=O)CF
- LUMO level: 0.00245 Eh
- Molar mass: 88.081 g/mol
- Multiplicity: 1
- Energy: -330.47083 a.u.
- HOMO: -0.3759 Eh
- HOMO-LUMO gap: 10.3 eV

Entry 12:
The following is a DFT calculation (ωB97M-V with the def2-TZVPD basis set) of 2 unconnected molecules or ions with the total composition C4H5FO in a non-equilibrium geometry.

Cartesian coordinates (Å):
H 3.23 2.07 0.05
C 3.14 1.05 0.16
C -1.59 -0.33 -0.21
F 3.84 0.22 -0.67
H -0.63 1.55 0.85
H 0.47 -1.28 0.76
C -0.76 0.53 0.58
C -0.31 -0.73 0.48
H -2.59 -0.66 0.00
H -1.61 -0.13 -1.39
O 2.60 0.59 1.11

Properties
- SMILES string: C1=CC1.O=CF
- LUMO level: 0.03178 Eh
- Molar mass: 88.081 g/mol
- Multiplicity: 1
- Energy: -330.38456 a.u.
- HOMO: -0.3293 Eh
- HOMO-LUMO gap: 9.8 eV